C26H73N5O11 | ωB97M-V with the def2-TZVPD basis set

```
115
Properties=species:S:1:pos:R:3
C 18.13044 -18.43661 2.78485
C 16.88112 -19.26845 3.10527
C 16.87167 -20.63658 2.46391
O 16.63193 -20.46778 1.06824
C 17.19898 -21.46847 0.25395
N 16.82399 -19.41432 4.56109
H 18.06730 -17.37657 3.01158
H 18.29993 -18.51076 1.70436
H 19.02185 -18.96717 3.13134
H 16.01771 -18.68701 2.77922
H 16.11231 -21.27214 2.93413
H 17.79345 -21.17247 2.71586
H 16.55427 -22.35589 0.32325
H 18.20522 -21.74366 0.57354
H 17.08745 -21.18318 -0.79107
H 17.57469 -19.88740 5.04613
H 16.00321 -19.96573 4.79271
C 20.30534 -8.86844 3.53586
C 21.64170 -8.34027 3.02672
C 22.80324 -9.34550 3.14988
O 23.00814 -9.52689 4.54746
C 23.61227 -10.76046 4.80337
N 21.46349 -8.11242 1.57965
H 20.02361 -9.74005 2.94366
H 19.54072 -8.09270 3.48654
H 20.31717 -9.21775 4.56970
H 21.93569 -7.39606 3.49594
H 23.67080 -9.21376 2.49624
H 22.39366 -10.27573 2.73221
H 22.97328 -11.62813 5.00401
H 24.32084 -10.61391 5.62440
H 24.31991 -11.21736 4.09657
H 20.70651 -7.47438 1.37573
H 22.34416 -7.71311 1.27454
C 15.19981 -16.27847 5.68507
C 14.07810 -16.10096 6.70081
C 13.09474 -15.02309 6.25128
O 11.77693 -15.05553 6.87975
C 11.70158 -14.49796 8.14985
N 13.32718 -17.34732 6.88383
H 15.59167 -15.28068 5.47858
H 14.84287 -16.59754 4.70304
H 15.82925 -17.04462 6.13299
H 14.58269 -15.85476 7.64512
H 12.95492 -15.34413 5.21516
H 13.44236 -13.99808 6.11523
H 12.16926 -15.13748 8.92084
H 10.70446 -14.70354 8.55382
H 12.08058 -13.47525 8.14227
H 13.88811 -18.10866 7.24301
H 12.62707 -17.12234 7.58204
C 19.10489 -22.22350 5.06838
C 20.23778 -22.16986 6.08267
C 20.27681 -20.81817 6.83034
O 20.64199 -19.87141 5.80560
C 20.51302 -18.50490 6.15158
N 20.04115 -23.16448 7.10834
H 18.94186 -23.07218 4.40538
H 18.99762 -21.32441 4.46336
H 18.21818 -22.16048 5.71364
H 21.19727 -22.29332 5.57139
H 21.06800 -20.82346 7.58449
H 19.34106 -20.55895 7.33218
H 20.80991 -17.93599 5.27096
H 21.07458 -18.22014 7.04324
H 19.43630 -18.33055 6.25783
H 20.93372 -23.52352 7.42797
H 19.55042 -24.00294 6.82242
C 19.36256 -19.13091 11.63582
C 20.06794 -17.77769 11.57311
C 19.23555 -16.48316 11.31545
O 18.77694 -16.64370 9.97369
C 17.56742 -15.95690 9.71727
N 20.84888 -17.57218 12.79394
H 19.16422 -19.57354 10.65501
H 18.38462 -19.01636 12.11147
H 19.90966 -19.94397 12.11250
H 20.75142 -17.77440 10.72037
H 19.75982 -15.53626 11.44664
H 18.34385 -16.48647 11.95378
H 17.27558 -16.25273 8.71150
H 17.73096 -14.87178 9.70673
H 16.82515 -16.12273 10.50246
H 21.62320 -18.21332 12.90167
H 20.21928 -17.76521 13.56638
C 24.32186 -13.75652 8.64310
C 25.07896 -12.49641 8.25248
O 25.60090 -12.47563 6.94426
O 23.05941 -13.63753 7.91269
H 24.11042 -13.73583 9.71396
H 24.70886 -14.72813 8.34429
H 25.97303 -12.46388 8.88545
H 24.50071 -11.59870 8.48325
H 24.84204 -12.49304 6.35058
H 22.43602 -13.28683 8.57350
C 18.89721 -15.06238 5.94942
C 20.34825 -14.70464 5.64823
O 20.75501 -13.50962 6.30227
O 18.03857 -14.01880 5.68021
H 18.78689 -15.48340 6.95617
H 18.76207 -15.91952 5.28157
H 20.46401 -14.54053 4.57072
H 21.10097 -15.45479 5.90651
H 21.64137 -13.60603 6.67102
H 18.34664 -13.21257 6.10757
C 20.66413 -11.78093 10.01732
C 19.70021 -11.42165 8.90084
O 19.06523 -10.20400 9.28463
O 21.17422 -13.10412 9.89581
H 20.17852 -11.67226 10.98767
H 21.53044 -11.11490 9.96289
H 18.88957 -12.14545 8.77125
H 20.18663 -11.32134 7.92729
H 18.18699 -10.19980 8.90061
H 21.22173 -13.52769 10.75446
```

Charge   0
Strongest force on any atom   0.0496 Eh/bohr
Orbital gap   9.42 eV
Molecular weight   631.89 g mol⁻¹
Structure (SMILES)   COC[C@H](C)N.COC[C@H](C)N.COC[C@H](C)N.COC[C@H](C)N.COC[C@H](C)N.OCCO.OCCO.OCCO
HOMO energy   -9.007 eV


H24NO10 | ωB97M-V with the def2-TZVPD basis set

```
35
Properties=species:S:1:pos:R:3
N 20.88510 -22.47928 1.66466
H 20.95040 -23.43507 1.35252
H 21.33045 -21.86813 0.95333
H 21.34042 -22.48430 2.50102
H 19.92022 -22.31907 1.79951
O 19.69860 -20.06722 3.62766
H 19.08355 -20.31963 2.94669
H 19.78756 -20.88627 4.11634
O 21.18822 -21.81889 -1.40201
H 21.57578 -22.68272 -1.42338
H 20.45907 -21.91928 -2.02111
O 20.86662 -25.22440 3.38222
H 21.32996 -25.59443 2.62022
H 20.62571 -26.00005 3.89937
O 23.42434 -24.31016 2.69273
H 23.70175 -23.50146 3.18398
H 24.16870 -24.62367 2.18301
O 23.97611 -22.26068 0.43405
H 23.95391 -21.37980 0.70726
H 24.12810 -22.22820 -0.52694
O 18.45157 -24.17914 2.85357
H 19.28716 -24.63866 3.06128
H 18.14464 -24.66128 2.07072
O 18.42250 -23.16519 -0.09155
H 18.23968 -22.30948 -0.41686
H 17.78903 -23.36538 0.58256
O 22.27203 -23.82191 5.21021
H 21.68685 -23.10698 5.39768
H 21.98263 -24.28115 4.43708
O 22.47143 -24.30459 -0.30497
H 22.44406 -25.07159 0.24394
H 23.16025 -23.80277 0.10673
O 17.52924 -21.33585 2.29450
H 16.92057 -21.82401 1.78930
H 17.44617 -21.74088 3.13442
```

Charge   +1
Strongest force on any atom   0.0704 Eh/bohr
Orbital gap   11.09 eV
Molecular weight   198.19 g mol⁻¹
HOMO energy   -14.434 eV


C53H79InN4OS4Si4Te | ωB97M-V with the def2-TZVPD basis set

```
147
Properties=species:S:1:pos:R:3
In -0.51976 -0.26282 0.47428
C -4.17566 0.61025 -4.25493
C -2.98795 1.29776 -3.58239
C -3.08235 1.44511 -2.09441
C -4.11980 1.45862 -1.24166
C -5.60443 1.47323 -1.46123
C -6.15997 2.88924 -1.66163
C -3.48544 1.50019 0.13966
C -3.06376 2.97421 0.48387
C -1.90053 3.07300 -0.53655
C -1.79782 3.93462 -1.80635
C -2.61619 5.18797 -1.89202
C -2.07015 6.27376 -0.95460
C -0.87168 3.55526 -2.73552
C -0.05085 2.33119 -2.48686
C 1.11687 1.91161 -3.03542
C 2.09043 1.03099 -2.38557
N 1.85303 0.50980 -1.15010
C 3.01999 0.25956 -0.57748
C 2.97228 -0.02922 0.92489
C 2.13723 1.07774 1.55247
N 0.84852 1.15950 1.13461
C 0.49658 2.45253 0.98472
C -0.37354 2.81351 -0.20368
C -1.90256 1.62978 -1.11722
N -2.26792 0.79851 -0.01488
C 1.53677 3.26056 1.45167
C 2.58944 2.38060 1.82705
C 3.94758 2.71236 2.37963
C 3.91365 3.14342 3.85130
C 1.42223 4.76422 1.38713
C 2.63475 5.60486 1.77798
C 4.09482 0.51151 -1.46157
C 3.49324 1.01937 -2.62934
C 4.17883 1.40518 -3.90749
C 4.18328 0.26920 -4.93972
C 5.54929 0.27462 -1.17880
C 5.91140 -1.21659 -1.17925
N -0.44170 1.70382 -1.25079
C -0.53555 4.42154 -3.92952
C -1.35169 4.13209 -5.19345
H -3.91974 0.33756 -5.28120
H -5.04893 1.26666 -4.29455
H -4.45749 -0.30043 -3.72373
H -2.84369 2.28132 -4.02777
H -2.07224 0.73960 -3.79671
H -6.08146 1.02332 -0.58706
H -5.87027 0.85914 -2.31975
H -5.99504 3.49941 -0.76991
H -7.23530 2.86972 -1.86094
H -5.66064 3.38096 -2.50053
H -3.86730 3.70256 0.36994
H -3.64519 4.95604 -1.59704
H -2.66257 5.56334 -2.91593
H -2.10647 5.93397 0.08374
H -2.64516 7.20088 -1.03146
H -1.02645 6.49128 -1.19249
H 1.46586 2.40717 -3.93853
H 3.97439 -0.08770 1.34620
H 0.17678 3.65316 -0.61940
H 4.43346 3.49629 1.79372
H 4.58511 1.82759 2.28505
H 3.28492 4.02484 3.98320
H 4.91717 3.37811 4.22504
H 3.49133 2.35369 4.47120
H 0.56426 5.08102 1.98956
H 1.16173 5.03290 0.35364
H 2.86032 5.52825 2.84213
H 2.44201 6.65823 1.55785
H 3.52373 5.30887 1.21908
H 5.21296 1.70385 -3.70418
H 3.68677 2.28000 -4.34785
H 4.74789 -0.58525 -4.55784
H 4.62780 0.57910 -5.89298
H 3.16306 -0.07212 -5.12176
H 5.81292 0.70234 -0.20239
H 6.16503 0.79546 -1.91944
H 5.29547 -1.75642 -0.45515
H 6.96532 -1.38521 -0.92882
H 5.71149 -1.65547 -2.15963
H 0.52192 4.28257 -4.16122
H -0.64984 5.47437 -3.66084
H -1.22505 3.09356 -5.50694
H -1.03272 4.77680 -6.01755
H -2.41766 4.30437 -5.02227
S -2.42040 3.06222 2.20191
S -3.54185 1.76982 3.34496
S -3.36528 -0.19749 2.69048
S -1.47097 -0.93260 2.81404
C 1.19375 -2.29392 5.78462
Si 1.61795 -3.71845 4.64274
C 0.03086 -4.36351 3.89664
C 2.37448 -5.10166 5.68770
Si 3.13758 -3.09299 2.98063
Te 1.99602 -1.99326 1.02938
Si 3.95781 -5.06520 2.03670
C 5.19798 -6.01153 3.09862
C 4.80482 -4.74016 0.39476
C 2.50774 -6.21823 1.70869
Si 4.88260 -1.89059 3.92605
C 4.21584 -0.27811 4.59576
C 6.26844 -1.52830 2.71594
C 5.61702 -2.88446 5.34791
H 0.41301 -2.59517 6.48982
H 0.81356 -1.44536 5.20578
H 2.06429 -1.95635 6.35557
H -0.67290 -4.65154 4.68407
H 0.20669 -5.23044 3.25397
H -0.44612 -3.58602 3.29145
H 1.69897 -5.38915 6.50041
H 3.32686 -4.79337 6.12973
H 2.56809 -5.99033 5.07724
H 6.11590 -5.43327 3.24888
H 5.46427 -6.94660 2.59623
H 4.79227 -6.25526 4.08599
H 5.75438 -4.21063 0.52846
H 4.17108 -4.11909 -0.24526
H 5.00436 -5.68161 -0.12684
H 2.09434 -6.61353 2.64229
H 2.80640 -7.06173 1.07902
H 1.70563 -5.68269 1.18894
H 3.46178 0.11769 3.90606
H 4.99453 0.48071 4.71329
H 3.72494 -0.42427 5.56224
H 5.90703 -0.94132 1.86626
H 6.69179 -2.45410 2.31204
H 7.06937 -0.96383 3.20281
H 4.86033 -3.06084 6.11840
H 6.45408 -2.35243 5.81066
H 5.97520 -3.86110 5.00545
C -2.65019 -2.03089 -1.85126
C -1.24588 -2.53548 -1.66133
O -0.44084 -1.96810 -0.79510
C -0.77966 -3.65727 -2.38260
C 0.55977 -4.12218 -2.22422
C 1.02219 -5.21588 -2.92278
C 0.19339 -5.91393 -3.81271
C -1.12382 -5.47723 -3.97735
C -1.60766 -4.38247 -3.28746
H -2.81325 -1.13656 -1.25117
H -3.38679 -2.78622 -1.54994
H -2.84279 -1.78855 -2.90292
H 1.21111 -3.58347 -1.54945
H 2.04924 -5.53821 -2.78267
H 0.56592 -6.76880 -4.36426
H -1.78158 -6.00866 -4.65794
H -2.63680 -4.07686 -3.43337
```

Charge   -2
Strongest force on any atom   0.0125 Eh/bohr
Orbital gap (spin up / spin down)   4.96 / 4.50 eV
Molecular weight   1271.27 g mol⁻¹
HOMO energy (spin up / spin down)   -1.217 / -0.759 eV